No. 1
Below is C19H22O5 in the gas phase, with properties calculated with the ωB97M-V functional and the def2-TZVPD basis.

Summary:
F_max in eV/A: 0.94
HOMO level in Ha: -0.3055
Structure (SMILES): CCCCOC(=O)COc1cc(C)cc2oc(=O)c3c(c12)CCC3
ΔE to the lowest compared entry with this formula, charge and spin in kJ/mol: 0.0
Spin multiplicity: 1
HOMO-LUMO gap in eV: 8.7033
Calculated total energy in eV: -30298.2831
LUMO level in eV: 0.4

The geometry in XYZ format:
```
46
C19H22O5 the ωB97M-V functional and the def2-TZVPD basis
O 0.80 1.40 0.03
O 2.55 -4.61 -0.28
O -1.79 1.63 -0.23
O -1.90 3.50 1.03
O 1.49 -3.20 1.06
C -3.22 1.50 -0.27
C 0.00 0.49 2.13
C -0.81 -0.44 4.31
C 0.25 2.65 0.35
C 2.92 -2.45 -2.37
C 2.26 -2.38 -1.03
C 1.01 -1.97 1.37
C -0.13 -0.61 2.98
C -3.54 3.31 -2.02
C 1.78 -1.15 -0.76
C 1.14 -0.88 0.49
C -3.74 1.84 -1.66
C 0.38 -1.84 2.60
C -1.28 2.66 0.44
C 2.15 -3.49 -0.11
C -4.14 3.65 -3.38
C 2.50 -1.13 -3.04
C 0.62 0.37 0.90
C 2.04 -0.21 -1.90
H 1.15 0.37 -2.15
H -3.68 3.04 -4.16
H 0.66 3.07 1.28
H -1.05 -1.40 4.75
H -3.99 4.69 -3.62
H 2.82 0.50 -1.61
H 2.61 -3.33 -2.93
H 4.01 -2.51 -2.24
H -3.23 1.21 -2.40
H 3.31 -0.69 -3.62
H 0.30 -2.70 3.24
H -3.43 0.46 -0.02
H -3.65 2.17 0.48
H -0.15 0.10 4.99
H -4.81 1.60 -1.69
H -5.21 3.45 -3.38
H 0.54 3.32 -0.47
H -0.41 1.43 2.45
H -2.48 3.55 -2.03
H -1.72 0.15 4.20
H -4.01 3.94 -1.25
H 1.66 -1.32 -3.72
```

---

No. 2
Below is C19H23AuBr2FI2N as an isolated structure, with properties calculated with the ωB97M-V functional and the def2-TZVPD basis.

Summary:
F_max in eV/A: 0.21
Charge: +2
HOMO level (spin up / spin down) in Ha: -0.5193 / -0.5193
ΔE to the lowest compared entry with this formula, charge and spin in kJ/mol: 4.3
Spin multiplicity: 1
HOMO-LUMO gap (spin up / spin down) in eV: 4.2895 / 4.2812
Calculated total energy in eV: -184245.4503
LUMO level (spin up / spin down) in eV: -9.8 / -9.8

The geometry in XYZ format:
```
49
C19H23AuBr2FI2N the ωB97M-V functional and the def2-TZVPD basis
Au 2.03 0.44 -0.41
I 2.31 -5.40 1.58
I 3.02 -2.87 1.91
Br 3.99 3.07 0.42
Br 4.31 0.38 -1.34
F 1.81 0.20 2.36
N 0.04 0.23 0.25
C -0.29 3.14 0.12
C 0.65 2.92 -2.23
C 0.53 -2.65 -1.22
C -1.17 1.31 -1.53
C -1.78 -0.24 1.77
C -0.92 -2.52 -0.73
C -0.87 0.12 -0.81
C -2.48 -1.13 -2.06
C -2.20 1.23 -2.44
C -1.21 -0.71 4.05
C 0.55 -0.12 2.58
C -0.57 2.70 -1.32
C -1.06 -3.02 0.71
C 0.15 -0.47 3.83
C -0.38 -0.08 1.46
C -1.48 -1.14 -1.10
C -2.17 -0.57 3.03
C -2.86 0.03 -2.70
C 5.20 1.94 -0.52
H -0.18 4.22 0.14
H -0.86 -4.10 0.72
H 0.85 -3.69 -1.13
H 1.50 2.29 -1.95
H -2.50 -0.03 1.00
H -1.51 -3.20 -1.33
H 0.63 2.72 0.53
H 0.62 -2.36 -2.27
H -2.94 -2.07 -2.34
H 5.64 2.48 -1.35
H -3.22 -0.68 3.27
H -1.34 3.37 -1.68
H -0.32 -2.58 1.39
H -2.52 2.13 -2.95
H 1.22 -2.06 -0.62
H -2.06 -2.87 1.10
H 0.87 -0.53 4.63
H 0.41 2.71 -3.27
H 5.94 1.53 0.16
H 0.98 3.96 -2.15
H -3.66 0.01 -3.43
H -1.12 2.90 0.79
H -1.54 -0.96 5.05
```

---

No. 3
Below is C19H23BN5O4SSn as an isolated structure in a non-equilibrium geometry, with properties calculated with the ωB97M-V functional and the def2-TZVPD basis.

Summary:
F_max in eV/A: 3.48
Charge: +3
HOMO level in Ha: -0.6482
ΔE to the lowest compared entry with this formula, charge and spin in kJ/mol: 0.0
Spin multiplicity: 1
HOMO-LUMO gap in eV: 6.4586
Calculated total energy in eV: -53030.6406
LUMO level in eV: -11.2

The geometry in XYZ format:
```
54
C19H23BN5O4SSn the ωB97M-V functional and the def2-TZVPD basis
Sn 0.98 0.50 -0.94
S 3.05 -0.63 -1.47
O 2.35 2.68 -1.18
O 2.76 3.42 -2.25
O -4.68 -3.34 -1.68
O -5.17 1.43 2.16
N -0.72 -0.59 -1.71
N 4.33 -1.31 0.77
N -0.69 0.95 0.37
N 0.97 0.82 -3.29
N 2.18 -0.45 1.03
C -4.10 -2.91 -2.90
C -4.15 2.36 2.41
C -1.90 -0.47 -1.08
C 4.49 -1.54 2.11
C -2.92 1.88 1.70
C 5.78 -2.10 2.57
C 1.56 1.74 -3.66
C -0.56 1.86 1.37
C -1.64 2.34 2.05
C 3.42 -1.23 2.91
C -0.61 -1.44 -2.75
C 1.11 -0.32 3.23
C -1.68 -2.20 -3.18
C -1.90 0.51 0.02
C -2.90 -2.09 -2.52
C 3.20 -0.79 0.25
C 2.27 -0.67 2.36
C -2.99 -1.21 -1.45
C -3.03 0.95 0.67
B 2.36 3.08 -3.88
H 0.31 0.12 2.66
H -4.39 3.36 2.02
H 0.34 -1.51 -3.25
H -3.93 -1.12 -0.92
H -5.95 1.65 2.68
H -4.02 0.60 0.39
H 2.72 4.37 -2.00
H -3.93 2.48 3.48
H -1.55 -2.87 -4.02
H 1.43 0.35 4.03
H 5.63 -2.77 3.42
H -3.82 -3.72 -3.56
H 3.48 -1.42 3.98
H 6.42 -1.28 2.92
H 6.31 -2.63 1.78
H 0.45 2.19 1.61
H -1.50 3.06 2.84
H 0.74 -1.23 3.71
H 3.39 2.98 -4.45
H 1.71 4.02 -4.24
H -5.31 -4.04 -1.85
H -4.79 -2.26 -3.45
H 5.09 -1.55 0.15
```

---

No. 4
Below is C19H23Br12ClNO11P5 as an isolated structure in a non-equilibrium geometry, with properties calculated with the ωB97M-V functional and the def2-TZVPD basis.

Summary:
F_max in eV/A: 5.62
HOMO level in Ha: -0.3296
Spin multiplicity: 1
HOMO-LUMO gap in eV: 6.4833
Calculated total energy in eV: -943557.4433
LUMO level in eV: -2.5

The geometry in XYZ format:
```
72
C19H23Br12ClNO11P5 the ωB97M-V functional and the def2-TZVPD basis
Br 4.06 -4.49 -3.01
Br -2.91 3.17 -5.90
Br -1.19 -6.04 -3.56
Br -0.82 -8.84 -5.09
Br -0.02 4.17 -6.89
Br -0.69 4.09 -3.76
Br -4.63 -4.51 8.27
Br 3.45 -1.41 -3.71
Br -4.86 -2.67 5.65
Br 1.02 -3.45 -3.15
Br -4.31 -5.82 5.36
Br 1.65 -6.80 -4.85
Cl -1.41 0.38 -4.16
P 3.93 2.42 -2.62
P -3.06 -2.94 0.59
P -3.52 -1.08 3.30
P 2.12 3.64 -2.63
P 0.54 0.31 -3.27
O 4.51 2.04 -4.17
O 3.64 1.11 -1.84
O 2.58 1.90 4.25
O -2.70 -3.81 -0.61
O 5.23 3.20 -1.80
O -2.67 -3.90 1.98
O -4.76 -2.66 0.48
O -1.34 -1.38 -1.60
O 1.53 1.03 -4.44
O 4.85 1.54 4.16
O -1.86 1.49 3.13
N -4.45 0.13 3.86
C 0.73 3.54 -0.10
C -2.22 -1.24 0.64
C 3.71 0.31 2.39
C -1.69 0.95 1.99
C 0.96 2.73 -1.41
C -2.42 -0.49 1.84
C -1.40 4.34 -5.55
C 2.86 -2.99 -2.74
C -0.14 2.98 1.06
C -0.57 0.76 -0.49
C 3.72 1.30 3.65
C 0.64 3.45 3.60
C -0.79 1.59 0.84
C -1.33 -0.64 -0.56
C -4.04 -4.24 6.45
C -0.27 -6.98 -4.99
C 0.32 1.31 -1.68
C -0.30 3.91 2.34
C 1.65 2.28 3.19
H -0.02 5.01 2.14
H -0.02 3.17 4.51
H -2.97 -4.05 6.48
H 3.52 -0.79 2.65
H 1.03 1.59 -5.08
H -0.57 -6.51 -5.92
H -2.72 -1.52 4.42
H -1.93 -3.48 2.48
H -1.78 5.36 -5.60
H -4.42 -2.13 2.92
H 2.30 2.69 2.32
H 1.11 1.32 2.87
H 1.23 4.38 3.95
H -4.98 -2.86 -0.46
H -1.38 3.88 2.72
H 2.98 0.59 1.56
H 4.76 0.35 1.94
H 4.32 1.07 -4.30
H 1.23 4.57 0.05
H 6.05 2.92 -2.29
H 2.90 -2.74 -1.68
H 1.46 3.59 -3.90
H -5.45 -0.13 3.78
```

---

No. 5
Below is a 5-piece molecular cluster, C19H23Br4N3 overall in a non-equilibrium geometry, with properties calculated with the ωB97M-V functional and the def2-TZVPD basis.

Summary:
F_max in eV/A: 1.24
HOMO level in Ha: -0.3437
Structure (SMILES): c1ccncc1.c1ccncc1.c1ccncc1.BrCCBr.BrCCBr
Spin multiplicity: 1
HOMO-LUMO gap in eV: 9.6029
Calculated total energy in eV: -304715.9261
LUMO level in eV: 0.3

The geometry in XYZ format:
```
49
C19H23Br4N3 the ωB97M-V functional and the def2-TZVPD basis
Br -16.42 24.51 20.73
Br -17.69 22.36 16.69
Br -19.83 25.36 21.58
Br -16.98 25.54 13.48
N -13.57 20.38 12.03
N -13.53 19.39 15.92
N -20.46 26.15 16.77
C -13.95 21.68 16.46
C -12.48 21.14 14.68
C -14.85 22.33 12.55
C -20.30 26.87 14.08
C -12.96 22.52 11.14
C -19.21 24.46 19.96
C -20.99 25.40 15.82
C -19.79 27.69 15.09
C -17.71 24.17 14.58
C -14.05 23.12 11.75
C -16.76 23.70 15.65
C -13.10 22.11 15.47
C -20.88 25.68 14.46
C -14.10 20.31 16.67
C -14.57 20.97 12.66
C -12.78 21.16 11.28
C -12.73 19.81 14.97
C -19.85 27.26 16.39
C -17.87 24.98 19.49
H -15.21 20.35 13.27
H -15.81 23.31 15.30
H -20.14 27.20 13.06
H -18.06 23.36 13.95
H -17.86 26.06 19.42
H -21.28 24.98 13.74
H -21.53 24.51 16.13
H -12.27 19.03 14.36
H -19.96 24.67 19.21
H -12.35 23.07 10.43
H -15.75 22.72 13.02
H -19.35 28.65 14.83
H -17.56 24.47 18.59
H -11.97 20.65 10.77
H -14.82 19.96 17.40
H -19.21 23.41 20.21
H -14.20 24.19 11.72
H -13.05 23.16 15.22
H -18.62 24.57 15.02
H -19.37 27.85 17.17
H -16.52 24.51 16.34
H -11.85 21.42 13.85
H -14.52 22.36 17.10
```

---

What is the spin multiplicity in the second record?
1